No. 1
Density functional theory data (the ωB97M-V functional and the def2-TZVPD basis) for an isolated ion of composition C10H9N2O and charge +1 at a distorted geometry.

```
22
Properties=species:S:1:pos:R:3:lowdin_charge:R:1
C -3.078 -0.770 -0.137 0.020
C -2.050 -1.705 -0.157 -0.010
C 0.468 -1.982 0.083 0.106
C -2.883 0.689 0.080 0.066
C 1.648 -1.251 0.079 0.028
C -0.751 -1.208 -0.119 -0.103
C -0.536 0.198 -0.024 -0.051
C -1.605 1.123 0.127 -0.179
C 1.723 0.133 0.017 -0.242
C 3.049 0.756 -0.210 0.024
N 0.652 0.839 -0.026 0.090
N 0.288 2.244 -0.113 0.141
O -1.045 2.354 0.264 0.070
H -4.094 -1.087 0.011 0.112
H -2.233 -2.677 -0.474 0.109
H 0.396 -2.964 0.411 0.115
H -3.599 1.450 0.265 0.121
H 2.591 -1.638 0.306 0.110
H 3.764 0.081 0.366 0.126
H 3.261 0.760 -1.275 0.111
H 3.188 1.762 0.129 0.080
H 0.848 2.890 0.399 0.156
```

As for the highest occupied orbital energy: -12.537 eV. The HOMO-LUMO gap comes out at 8.04 eV. The strongest force on any atom comes out at 3.719 eV/Å. Its spin multiplicity is 1. The calculation puts the LUMO energy at -4.50 eV. Its total charge is +1. The total energy is -15533.46901 eV.

=====

No. 2
Density functional theory data (the ωB97M-V functional and the def2-TZVPD basis) for an isolated ion of composition C10H9N2O2 and charge +1 at a distorted geometry.

```
23
Properties=species:S:1:pos:R:3:lowdin_charge:R:1
O -2.088 1.311 3.148 0.112
N -1.623 0.251 3.152 -0.015
O -2.558 -0.710 2.650 -0.099
C -1.879 -1.643 1.797 -0.135
C -1.090 -0.889 0.745 -0.178
C -1.846 -0.175 -0.215 0.020
C -1.204 0.555 -1.174 0.020
C 0.211 0.559 -1.208 -0.122
C 0.911 1.277 -2.180 0.048
N 2.232 1.293 -2.176 0.107
C 2.996 0.639 -1.257 -0.017
C 2.381 -0.101 -0.296 0.041
C 0.966 -0.155 -0.246 -0.116
C 0.279 -0.880 0.751 0.046
H -1.215 -2.267 2.393 0.126
H -2.636 -2.250 1.314 0.138
H -2.922 -0.199 -0.152 0.136
H -1.803 1.112 -1.880 0.130
H 0.367 1.818 -2.939 0.159
H 2.711 1.820 -2.894 0.184
H 4.069 0.716 -1.297 0.141
H 2.928 -0.661 0.444 0.135
H 0.812 -1.421 1.519 0.136
```

As for the highest occupied orbital energy: -13.101 eV. The HOMO-LUMO gap comes out at 8.38 eV. The strongest force on any atom comes out at 1.036 eV/Å. Its spin multiplicity is 1. The calculation puts the LUMO energy at -4.72 eV. Its total charge is +1. The total energy is -17582.16050 eV.

=====

No. 3
Density functional theory data (the ωB97M-V functional and the def2-TZVPD basis) for C10H9N4O2S5SbTc as an isolated structure.

```
32
Properties=species:S:1:pos:R:3:lowdin_charge:R:1
Tc 0.190 -0.104 0.588 0.678
S -2.118 2.881 3.226 -0.129
Sb -0.007 2.411 2.785 -0.092
S 0.087 -0.163 2.696 0.086
S 0.240 2.039 0.276 0.018
S 1.902 3.173 3.572 -0.109
N 4.402 -7.159 1.789 0.110
C 3.945 -6.008 1.195 -0.315
C 3.551 -6.006 -0.148 -0.024
C 3.128 -4.839 -0.752 -0.058
C 3.101 -3.658 -0.026 -0.315
C 3.494 -3.641 1.308 -0.054
C 3.909 -4.805 1.916 -0.023
S 2.589 -2.171 -0.785 0.604
O 2.369 -2.406 -2.181 -0.284
O 3.414 -1.090 -0.339 -0.297
N 1.108 -1.851 -0.088 -0.232
C -0.027 -2.486 -0.444 -0.479
N -1.046 -1.641 -0.114 -0.061
C -2.303 -2.014 -0.325 -0.078
C -2.549 -3.253 -0.882 -0.036
C -1.444 -4.048 -1.178 -0.085
N -0.182 -3.691 -0.966 0.172
H 4.211 -8.036 1.340 0.095
H 4.457 -7.189 2.791 0.095
H 3.584 -6.926 -0.717 0.112
H 2.814 -4.833 -1.786 0.114
H 3.486 -2.711 1.861 0.120
H 4.225 -4.792 2.951 0.113
H -3.079 -1.315 -0.043 0.129
H -3.553 -3.596 -1.074 0.106
H -1.589 -5.031 -1.611 0.119
```

As for the highest occupied orbital energy (alpha / beta): -8.434 / -8.690 eV. The HOMO-LUMO gap (alpha / beta) comes out at 6.02 / 6.33 eV. The strongest force on any atom comes out at 0.956 eV/Å. Its spin multiplicity is 2. The calculation puts the LUMO energy (alpha / beta) at -2.42 / -2.36 eV. The expectation value of S² is 0.864. Its total charge is 0. The total energy is -83483.52570 eV.

=====

No. 4
Density functional theory data (the ωB97M-V functional and the def2-TZVPD basis) for an isolated molecule of C10H9NO2 at a distorted geometry.

```
22
Properties=species:S:1:pos:R:3:lowdin_charge:R:1
C -2.771 -0.489 3.046 0.038
C -0.740 -0.474 1.723 -0.334
C 0.526 -0.810 1.557 0.003
C 1.248 -0.533 0.347 -0.021
C 0.546 -0.120 -0.693 -0.196
C -0.828 0.393 -0.634 0.087
C -1.471 0.014 0.655 0.010
C 1.200 0.240 -1.943 -0.212
C 1.970 1.315 -2.371 0.006
C 2.280 0.921 -3.661 -0.142
H -2.698 0.553 3.214 0.123
H -2.925 -0.663 4.026 0.072
H -3.293 -1.127 2.880 -0.038
H 1.401 -1.419 2.205 0.188
H 2.193 -0.699 0.225 0.066
H -1.403 0.832 -1.440 0.110
H -2.318 0.569 0.943 0.080
H 2.145 2.168 -1.758 0.110
H 3.072 1.219 -4.338 0.100
N 1.933 -0.370 -4.011 0.054
O -1.277 -0.802 2.977 -0.068
O 1.211 -0.718 -2.950 -0.038
```

As for the highest occupied orbital energy: -9.044 eV. The HOMO-LUMO gap comes out at 9.69 eV. The strongest force on any atom comes out at 19.736 eV/Å. Its spin multiplicity is 1. The calculation puts the LUMO energy at 0.64 eV. Its total charge is 0. The total energy is -16092.96970 eV.

=====

No. 5
Density functional theory data (the ωB97M-V functional and the def2-TZVPD basis) for a 2-piece molecular cluster, C10H9NO3 overall at a distorted geometry.

```
23
Properties=species:S:1:pos:R:3:lowdin_charge:R:1
C -2.398 -1.107 -0.010 -0.074
C -1.509 -1.574 -1.129 -0.072
C -1.888 -0.433 1.071 -0.049
C -0.178 -1.241 -1.104 -0.041
C -0.550 0.071 1.038 -0.169
C 0.230 -0.357 -0.056 -0.179
C 0.336 0.829 1.846 -0.048
C 1.566 0.885 1.269 -0.128
C -3.187 2.170 -0.589 -0.438
C 3.018 -0.029 -0.895 -0.021
N 1.531 0.207 0.103 0.017
O -2.522 2.162 -1.529 0.211
O -3.726 2.079 0.424 0.203
O 4.038 -0.316 -0.002 -0.013
H -3.407 -1.440 -0.050 0.081
H -1.965 -2.062 -1.984 0.089
H -2.451 -0.128 1.868 0.078
H 0.522 -1.458 -1.903 0.091
H 0.095 1.327 2.714 0.073
H 2.363 1.571 1.385 0.110
H 2.663 -0.845 -1.503 0.099
H 3.219 0.864 -1.322 0.079
H 4.200 -1.176 0.360 0.098
```

As for the highest occupied orbital energy: -7.679 eV. The HOMO-LUMO gap comes out at 8.23 eV. The strongest force on any atom comes out at 6.885 eV/Å. Its spin multiplicity is 1. The calculation puts the LUMO energy at 0.55 eV. Its total charge is 0. The total energy is -18147.26135 eV.